(1)
A cluster of 12 separate species, C48H108F12N12O24S12 in total in a non-equilibrium geometry. Source: OMol25; level of theory: ωB97M-V/def2-TZVPD.

```
216
Properties=species:S:1:pos:R:3:mulliken_charge:R:1
C 9.7472 -2.4352 3.1335 -1.264
C 11.1649 -1.9968 2.8622 -0.463
C 11.6653 -0.7796 3.7568 -0.909
N 13.0014 -0.1264 3.3092 0.123
C 14.0129 -1.2565 3.1876 -1.190
C 12.8918 0.6219 1.9253 -0.754
C 13.7660 1.8862 2.1723 -0.595
C 13.4653 2.2711 3.5349 -0.518
C 13.5414 0.9693 4.2717 -0.620
H 9.5935 -3.4656 2.8129 0.351
H 9.0783 -1.7673 2.5907 0.325
H 9.6098 -2.2888 4.2048 0.333
H 11.3170 -1.9153 1.7860 0.411
H 11.8669 -2.8101 3.0462 0.414
H 11.7665 -1.0534 4.8069 0.575
H 11.1139 0.1541 3.8676 0.521
H 15.0109 -0.8995 2.9333 0.390
H 13.7102 -1.8503 2.3251 0.412
H 13.9042 -1.7415 4.1577 0.424
H 13.1166 -0.0698 1.1135 0.429
H 11.8751 0.9222 1.6718 0.406
H 14.7393 1.5909 1.7805 0.344
H 13.4007 2.7641 1.6394 0.381
H 14.3355 2.8301 3.8788 0.280
H 12.6039 2.9325 3.6282 0.419
H 14.4728 0.7656 4.8000 0.367
H 12.9800 0.9490 5.2058 0.407
C 4.2452 6.9963 -5.7099 -1.385
C 3.4057 8.2691 -5.3746 -0.171
C 2.0384 7.9119 -4.6865 -0.765
N 1.0492 9.0604 -4.4436 0.213
C 0.4227 9.6044 -5.7604 -0.886
C 1.7779 10.2253 -3.7279 -0.864
C 0.7304 11.0957 -2.9479 -0.670
C -0.5005 10.2300 -2.7826 -0.521
C -0.0301 8.7968 -3.2584 -0.696
H 5.0601 7.4253 -6.2929 0.350
H 3.8749 6.1875 -6.3398 0.386
H 4.6677 6.4554 -4.8631 0.372
H 3.1183 8.8499 -6.2510 0.304
H 3.8828 8.8373 -4.5760 0.314
H 2.1137 7.4184 -3.7175 0.331
H 1.5718 7.2240 -5.3916 0.447
H 1.1649 9.5669 -6.5578 0.293
H -0.0812 10.5499 -5.5600 0.366
H -0.3382 8.8557 -5.9810 0.379
H 2.5246 10.7135 -4.3543 0.470
H 2.3957 9.6669 -3.0247 0.512
H 0.4563 12.0051 -3.4827 0.315
H 0.9964 11.4468 -1.9509 0.398
H -1.3279 10.5820 -3.3987 0.311
H -0.9307 10.2891 -1.7828 0.380
H -0.8275 8.1860 -3.6818 0.423
H 0.4100 8.2014 -2.4585 0.397
C 1.4490 -8.9935 -7.1448 -1.454
C 2.3959 -7.9352 -6.5426 -0.113
C 3.6050 -8.5421 -5.8891 -0.692
N 4.7112 -7.4969 -5.5900 0.289
C 5.2864 -6.9109 -6.8807 -1.183
C 5.8141 -8.1809 -4.6324 -0.522
C 6.3800 -7.0416 -3.8329 -0.596
C 5.1155 -6.2861 -3.5820 -0.692
C 4.1624 -6.3317 -4.7616 -0.424
H 1.9269 -9.7285 -7.7924 0.347
H 0.5522 -8.6468 -7.6583 0.382
H 0.9968 -9.6374 -6.3905 0.369
H 1.8271 -7.2133 -5.9564 0.430
H 2.7613 -7.3238 -7.3677 0.211
H 4.2072 -9.2121 -6.5028 0.314
H 3.3767 -8.9417 -4.9010 0.425
H 4.6504 -6.3432 -7.5599 0.348
H 5.8652 -7.6299 -7.4604 0.405
H 6.0800 -6.1753 -6.7500 0.455
H 6.5603 -8.5307 -5.3459 0.325
H 5.2684 -8.9343 -4.0644 0.403
H 7.2199 -6.4772 -4.2380 0.362
H 6.7042 -7.4793 -2.8887 0.330
H 5.4783 -5.2934 -3.3155 0.406
H 4.5392 -6.6092 -2.7150 0.355
H 4.2927 -5.3803 -5.2772 0.262
H 3.1422 -6.4766 -4.4060 0.257
C -13.2850 7.1476 4.6343 -1.352
C -12.3176 6.0673 4.7245 -0.099
C -11.9143 5.4417 6.1042 -0.888
N -10.7323 4.4189 5.9672 0.055
C -11.4028 3.2507 5.2344 -0.950
C -9.4004 5.0082 5.3083 -0.584
C -8.1883 4.1491 5.6932 -0.681
C -8.6997 3.4850 6.9894 -0.656
C -10.0772 4.0909 7.3203 -0.750
H -14.1096 6.7465 5.2235 0.318
H -13.4918 7.3464 3.5827 0.361
H -12.8835 8.0570 5.0813 0.330
H -11.4842 6.3513 4.0819 0.304
H -12.6726 5.1358 4.2836 0.355
H -12.7742 4.9464 6.5553 0.483
H -11.6568 6.1876 6.8561 0.426
H -10.7266 2.4713 5.5859 0.394
H -11.2374 3.6054 4.2171 0.451
H -12.4756 3.1074 5.3634 0.282
H -9.5904 5.0958 4.2386 0.450
H -9.4249 5.9978 5.7646 0.406
H -7.8204 3.5143 4.8872 0.340
H -7.3503 4.8329 5.8288 0.350
H -8.8212 2.4090 6.8647 0.331
H -8.0507 3.3439 7.8537 0.447
H -10.7774 3.3925 7.7785 0.436
H -10.0806 5.0029 7.9172 0.439
C -11.8885 -5.5146 -0.6304 -1.547
C -12.8694 -5.9813 -1.5842 -0.144
C -13.6625 -7.1990 -1.1139 -0.890
N -14.4937 -8.0108 -2.1781 0.345
C -15.1703 -9.1290 -1.4708 -0.771
C -13.5928 -8.6136 -3.2552 -0.668
C -14.5171 -8.6778 -4.5043 -0.625
C -15.7691 -7.7476 -4.3198 -0.483
C -15.4728 -7.1328 -2.9240 -0.765
H -11.0799 -6.2426 -0.5646 0.376
H -12.2959 -5.5368 0.3804 0.353
H -11.4538 -4.5417 -0.8596 0.374
H -12.4883 -6.1246 -2.5953 0.270
H -13.6387 -5.2104 -1.6285 0.318
H -14.4013 -6.8471 -0.3939 0.513
H -13.0873 -8.0243 -0.6942 0.508
H -16.2581 -9.0765 -1.5164 0.330
H -14.9635 -9.0619 -0.4027 0.365
H -14.9052 -10.0671 -1.9584 0.312
H -13.0804 -9.5169 -2.9239 0.515
H -12.9569 -7.7722 -3.5305 0.163
H -14.7844 -9.7226 -4.6624 0.278
H -14.0037 -8.3262 -5.3992 0.441
H -16.7620 -8.1944 -4.2681 0.302
H -15.7114 -6.9536 -5.0644 0.315
H -16.3621 -6.9147 -2.3327 0.528
H -15.1427 -6.1005 -3.0397 0.290
C -3.4309 -0.8355 2.1410 -1.429
C -2.1719 -0.2846 2.7543 -0.003
C -1.5274 0.9650 2.0686 -0.799
N 0.0022 1.1410 2.4161 0.446
C 0.1517 1.5667 3.9014 -0.966
C 0.7407 -0.2227 2.1674 -0.895
C 2.1516 0.0484 1.7179 -0.788
C 2.0040 1.2912 0.8803 -0.590
C 0.7711 2.0712 1.4129 -0.549
H -4.3601 -0.4841 2.5895 0.312
H -3.4714 -1.9218 2.2210 0.379
H -3.5484 -0.7273 1.0628 0.374
H -1.5265 -1.1416 2.5617 0.170
H -2.2513 -0.1545 3.8336 0.264
H -2.1203 1.8738 2.1721 0.456
H -1.5823 0.8128 0.9907 0.470
H 1.1956 1.4543 4.1943 0.393
H -0.4326 0.8510 4.4797 0.337
H -0.1713 2.5961 4.0569 0.343
H 0.5963 -0.8709 3.0317 0.488
H 0.2760 -0.8686 1.4225 0.494
H 2.8171 0.2813 2.5492 0.313
H 2.7081 -0.7422 1.2146 0.399
H 2.8589 1.9614 0.7896 0.398
H 1.7526 0.9611 -0.1276 0.281
H 1.2271 2.8314 2.0472 0.351
H 0.0965 2.3585 0.6063 0.354
N 4.0499 -5.4223 9.5553 -0.271
S 3.0986 -4.3042 8.5980 1.081
O 1.9230 -4.8970 8.0456 -0.515
O 3.8539 -3.3859 7.6867 -0.564
F 2.6289 -3.2591 9.7466 -0.255
S 4.8801 -5.9490 8.4617 1.043
O 6.2972 -5.5119 8.3771 -0.637
O 4.3592 -6.4435 7.1473 -0.577
F 5.0832 -7.4200 9.0278 -0.304
N 8.3558 -1.2676 -5.7560 -0.208
S 9.0624 -0.5455 -4.3217 1.011
O 8.2466 -0.3541 -3.1291 -0.543
O 10.2806 0.2945 -4.5468 -0.538
F 9.8957 -1.8378 -3.8568 -0.283
S 7.8849 0.0576 -6.2538 1.064
O 8.7865 1.1750 -6.6588 -0.562
O 6.5011 0.3888 -5.7820 -0.617
F 7.4330 -0.4942 -7.7056 -0.324
N 9.7630 7.2664 0.8082 -0.272
S 8.4889 6.1607 0.9133 1.060
O 7.1862 6.5167 0.3813 -0.569
O 8.5480 5.3029 2.0773 -0.571
F 8.9953 5.3071 -0.2773 -0.240
S 9.1951 8.0538 1.9790 1.101
O 9.5597 7.6252 3.3350 -0.619
O 8.0023 8.8035 1.8673 -0.565
F 10.1491 9.2881 1.6900 -0.326
N 1.4360 8.2771 5.7499 -0.286
S 0.9067 9.2835 4.5129 1.063
O 1.6712 9.3099 3.3180 -0.515
O 0.2338 10.4998 4.9227 -0.570
F -0.2204 8.3019 3.9021 -0.298
S 2.8161 8.7957 5.8119 1.073
O 3.0683 10.2207 5.9736 -0.571
O 3.7574 8.0331 4.9158 -0.571
F 3.3028 8.1319 7.2468 -0.324
N -2.3762 -0.0926 -6.3698 -0.262
S -1.6661 -1.0455 -5.4296 1.031
O -1.9175 -0.9467 -3.9924 -0.566
O -0.3960 -1.6242 -5.9205 -0.573
F -2.7102 -2.2951 -5.7613 -0.337
S -1.1344 1.1646 -6.3732 1.077
O -0.2893 1.1523 -7.5607 -0.556
O -0.5170 1.5427 -5.1385 -0.519
F -2.0827 2.4807 -6.6542 -0.295
N -0.8766 -9.2199 -0.5109 -0.301
S -0.2857 -8.3606 0.6815 1.057
O -0.6893 -8.8884 1.9523 -0.569
O -0.1066 -6.8663 0.6050 -0.550
F 1.1906 -8.9855 0.4809 -0.288
S -2.1235 -8.1298 -0.8321 1.073
O -1.9095 -7.2002 -1.9368 -0.549
O -2.9784 -7.7247 0.2914 -0.561
F -3.0992 -9.2360 -1.5549 -0.312
```

The lowest unoccupied orbital energy comes out at -1.8 eV. The calculation puts the orbital gap at 5.0 eV. The energy above the lowest of the compared OMol25 structures with the same formula, charge and spin is 1689.0 kJ/mol. The spin multiplicity is 1. As for the electronic energy: -10332.0782 Ha.

***

(2)
A cluster of 10 separate species, C48H111N5O10 in total in a non-equilibrium geometry. Source: OMol25; level of theory: ωB97M-V/def2-TZVPD.

```
174
Properties=species:S:1:pos:R:3:mulliken_charge:R:1
C 3.4076 -0.0257 -1.4892 -3.112
C 2.0071 -0.4736 -1.0792 2.485
C 1.9665 -0.2015 0.4256 -1.671
C 0.9722 0.3021 -1.8516 -0.770
C -0.4446 -0.2391 -1.8120 0.812
C -0.4720 -1.7496 -2.1183 -1.176
C 0.5306 -2.5346 -1.2946 1.495
C 0.0064 -2.7513 0.1422 -1.190
C 0.6435 -3.9377 -1.9015 -2.092
N 1.8385 -1.8890 -1.4038 1.219
O 2.8984 -2.7163 -0.9987 -0.457
H 3.4233 1.0661 -1.4773 0.524
H 4.2064 -0.4984 -0.9317 0.565
H 3.6142 -0.2306 -2.5502 0.548
H 0.9597 -0.2196 0.8614 0.004
H 2.6165 -0.8630 0.9996 0.343
H 2.2836 0.8232 0.6467 0.435
H 0.9273 1.3080 -1.4079 -0.110
H 1.3774 0.5722 -2.8339 0.441
H -0.9555 -0.0441 -0.8665 -1.078
H -1.0067 0.2811 -2.5943 0.583
H -0.3221 -1.9200 -3.1873 0.072
H -1.4588 -2.1363 -1.8438 0.463
H -0.7788 -3.5084 0.1205 0.643
H -0.3923 -1.8495 0.5956 -0.508
H 0.8112 -3.1941 0.7359 0.279
H 1.2368 -4.5941 -1.2685 0.353
H 0.9297 -3.9987 -2.9503 0.261
H -0.3671 -4.3679 -1.8727 0.494
H 2.7940 -2.8593 -0.0397 0.353
C -4.7260 3.1896 1.3923 -2.280
C -3.9959 2.0249 2.0412 2.158
C -2.4610 2.3048 1.9911 0.377
C -4.3668 2.0184 3.5205 -1.398
C -4.1865 0.6921 4.2370 0.227
C -4.7668 -0.4473 3.4149 -1.562
C -4.2866 -0.5428 1.9671 2.345
C -2.8456 -0.9889 1.9153 -0.659
C -5.1647 -1.5428 1.2325 -2.420
N -4.4760 0.7879 1.3921 0.141
O -4.0562 0.7918 0.0241 -0.443
H -4.3328 3.3793 0.3922 0.354
H -5.7899 2.9528 1.3328 0.571
H -4.6204 4.1046 1.9785 0.390
H -2.3136 3.3716 1.8406 -0.292
H -2.0003 1.9471 2.9072 -0.579
H -2.0017 1.7731 1.1584 -0.179
H -3.7866 2.8025 4.0177 0.257
H -5.4024 2.3601 3.6404 0.482
H -3.1371 0.5184 4.4811 -0.266
H -4.7443 0.7696 5.1733 0.486
H -5.8583 -0.4892 3.4719 0.336
H -4.4496 -1.3888 3.8867 0.469
H -2.2237 -0.2802 2.4488 -0.192
H -2.5098 -0.9466 0.8726 0.132
H -2.5944 -1.9914 2.2645 0.048
H -6.2250 -1.3104 1.3329 0.500
H -4.9754 -2.5582 1.5891 0.342
H -4.9097 -1.5698 0.1693 0.411
H -4.8792 0.6918 -0.4651 0.360
C -3.0294 -7.0050 -8.2133 -1.881
C -1.6636 -6.5913 -7.6780 1.595
C -1.3453 -7.3715 -6.3846 -1.757
C -0.6231 -6.9077 -8.7344 -1.310
C 0.6748 -6.0915 -8.6973 -0.711
C 0.3325 -4.6113 -8.6529 -1.276
C -0.6027 -4.2875 -7.4982 1.719
C 0.2307 -4.1984 -6.2066 -1.965
C -1.1023 -2.8368 -7.7177 -1.894
N -1.7420 -5.1428 -7.4148 0.368
O -2.5369 -4.8137 -6.2996 -0.511
H -3.0810 -8.0650 -8.4719 0.391
H -3.8039 -6.7862 -7.4740 0.448
H -3.2614 -6.4679 -9.1359 0.420
H -0.3028 -7.1875 -6.1197 0.400
H -1.9847 -7.0344 -5.5717 0.322
H -1.4907 -8.4451 -6.5125 0.466
H -0.3342 -7.9583 -8.5980 0.412
H -1.0137 -6.8873 -9.7574 0.381
H 1.2533 -6.3601 -7.8102 0.339
H 1.2595 -6.3376 -9.5835 0.399
H -0.0633 -4.2659 -9.6125 0.366
H 1.2473 -4.0437 -8.4736 0.476
H 1.1669 -3.6399 -6.2537 0.450
H 0.6281 -5.2066 -5.9880 0.316
H -0.3106 -3.9634 -5.2894 0.525
H -1.5519 -2.4291 -6.8125 0.245
H -1.8728 -2.8085 -8.4955 0.504
H -0.2724 -2.1987 -8.0209 0.381
H -3.4421 -4.9216 -6.6104 0.378
C 3.2442 0.8416 5.5738 -1.640
C 2.8256 2.0449 6.3814 1.780
C 3.6916 2.1277 7.6284 -1.950
C 2.9602 3.3509 5.6031 -1.769
C 1.9057 3.5964 4.5442 0.413
C 0.5359 3.5005 5.2027 -1.613
C 0.3236 2.1844 5.9374 2.350
C -0.9473 2.3690 6.7709 -2.249
C 0.0844 1.0519 4.9251 -1.064
N 1.4279 1.9278 6.8320 0.300
O 1.2154 0.7401 7.5703 -0.500
H 4.3373 0.7882 5.5212 0.477
H 2.8875 -0.0700 6.0616 0.347
H 2.8866 0.7801 4.5472 0.161
H 4.7411 2.1449 7.3263 0.391
H 3.4852 3.0175 8.2260 0.407
H 3.5133 1.2847 8.2973 0.415
H 2.9147 4.1820 6.3111 0.349
H 3.9594 3.3657 5.1551 0.546
H 2.1134 4.6391 4.2645 0.105
H 1.9787 3.0433 3.6117 0.067
H -0.2524 3.6549 4.4541 0.196
H 0.3761 4.3489 5.8803 0.621
H -1.2267 1.4156 7.2238 0.513
H -1.7655 2.7607 6.1722 0.279
H -0.6928 3.0639 7.5757 0.523
H 0.2086 0.0966 5.4396 0.614
H 0.7802 1.1056 4.0904 -0.076
H -0.9253 1.0788 4.5156 -0.470
H 0.9283 1.0515 8.4350 0.364
C 2.5600 6.6436 1.5092 -1.664
C 1.9984 6.1490 0.1545 1.849
C 3.1586 6.2121 -0.8556 -1.982
C 1.5279 4.7167 0.2115 -1.741
C 0.3515 4.5910 1.1335 0.630
C -0.7881 5.3753 0.4831 -1.649
C -0.4487 6.8384 0.2561 2.293
C -1.3978 7.4251 -0.7751 -2.175
C -0.5882 7.6153 1.5662 -1.959
N 0.8878 6.9553 -0.3366 0.328
O 1.2447 8.3111 -0.6062 -0.499
H 3.0951 7.5865 1.3727 0.441
H 1.7788 6.8752 2.2308 0.302
H 3.2420 5.8976 1.9246 0.358
H 4.0319 5.7963 -0.3476 0.390
H 2.9290 5.5887 -1.7167 0.399
H 3.3723 7.2509 -1.0892 0.460
H 1.2187 4.3673 -0.7751 0.421
H 2.3716 4.1000 0.5326 0.382
H 0.0951 3.5251 1.1860 0.161
H 0.4843 4.9279 2.1628 -0.424
H -1.6642 5.4243 1.1469 0.492
H -1.1602 4.8280 -0.3891 0.305
H -1.2029 6.9531 -1.7390 0.460
H -1.2213 8.4939 -0.8646 0.492
H -2.4219 7.1918 -0.4796 0.399
H -0.0356 8.5537 1.5526 0.361
H -0.3573 7.0431 2.4635 0.295
H -1.6465 7.8972 1.6511 0.488
H 1.0547 8.4028 -1.5453 0.352
C -1.4628 -5.0679 3.3441 -1.080
C -0.0287 -4.9318 3.8158 0.533
C 0.8790 -6.0535 3.3336 -1.465
O 0.4807 -3.6314 3.4430 -0.309
H -1.8511 -4.2601 2.7351 -0.010
H -2.1649 -5.2858 4.1611 0.392
H -1.5996 -6.0421 2.8431 0.341
H -0.0714 -4.9912 4.9156 0.285
H 0.5823 -6.9831 3.8199 0.393
H 1.9132 -5.8363 3.6033 0.413
H 0.7793 -6.1404 2.2511 0.312
H 1.3692 -3.5922 3.8145 0.187
O 6.5689 -1.5082 -0.3004 -0.641
H 6.5538 -1.8473 -1.2048 0.336
H 6.4579 -2.2925 0.2475 0.284
O 6.4706 1.0819 -1.6609 -0.620
H 6.2259 0.2955 -1.1501 0.252
H 6.6909 0.7489 -2.5368 0.319
O 0.4930 0.0283 -6.0421 -0.571
H -0.3133 0.1078 -5.5206 0.303
H 0.4835 0.7960 -6.6237 0.269
O 3.3031 -2.3405 -4.1388 -0.727
H 3.2981 -2.3868 -3.1717 0.349
H 2.4289 -2.0002 -4.3611 0.289
```

The lowest unoccupied orbital energy comes out at 0.2 eV. The calculation puts the orbital gap at 8.2 eV. The energy above the lowest of the compared OMol25 structures with the same formula, charge and spin is 0.0 kJ/mol. As for the SMILES: CC1(C)CCCC(C)(C)N1O.CC1(C)CCCC(C)(C)N1O.CC1(C)CCCC(C)(C)N1O.CC1(C)CCCC(C)(C)N1O.CC1(C)CCCC(C)(C)N1O.CC(C)O.O.O.O.O. The spin multiplicity is 1. As for the electronic energy: -2921.4341 Ha.

***

Across the entries above, E_HOMO takes the values -0.2523 -0.2920 Ha, respectively.